No. 1
{
  "formula": "C4H10NO3",
  "method": "ωB97M-V with the def2-TZVPD basis set",
  "elements": ["O", "C", "C", "C", "N", "C", "O", "H", "H", "H", "H", "H", "H", "H", "H", "H", "H", "O"],
  "positions_angstrom": [[0.74482, -2.80673, -1.44540], [0.30927, -1.72363, -1.17118], [1.13981, -0.57393, -0.65703], [1.05004, -0.70295, 0.89263], [0.59770, 0.69683, -1.16730], [-0.74981, 1.15662, -0.77843], [-0.81282, 2.01115, 0.24097], [-0.76441, -1.52618, -1.36364], [2.16468, -0.66555, -0.99070], [0.38094, 0.02463, 1.34343], [2.04163, -0.57228, 1.31421], [0.80407, -1.72843, 1.18405], [1.29557, 1.41137, -0.97156], [-1.05642, 1.63226, -1.73973], [-1.35682, 0.24907, -0.68115], [-1.62561, 0.53542, 2.50174], [-1.83534, 1.52239, 1.39074], [-2.32732, 1.05994, 2.09835]],
  "s_squared": 0.755,
  "total_charge": 0,
  "homo_lumo_gap_ev": [10.55, 6.78],
  "e_above_lowest_kj_mol": 211.75,
  "spin_multiplicity": 2,
  "e_homo_ev": [-9.8, -9.7],
  "energy_ev": -11939.455
}

No. 2
{
  "formula": "C48H45N9O12",
  "method": "ωB97M-V with the def2-TZVPD basis set",
  "elements": ["O", "N", "O", "C", "C", "C", "C", "C", "C", "H", "H", "H", "H", "H", "O", "N", "O", "C", "C", "C", "C", "C", "C", "H", "H", "H", "H", "H", "O", "N", "O", "C", "C", "C", "C", "C", "C", "H", "H", "H", "H", "H", "O", "N", "O", "C", "C", "C", "C", "C", "C", "H", "H", "H", "H", "H", "O", "N", "O", "C", "C", "C", "C", "C", "C", "H", "H", "H", "H", "H", "O", "N", "O", "C", "C", "C", "C", "C", "C", "H", "H", "H", "H", "H", "C", "C", "C", "N", "C", "H", "H", "H", "H", "H", "C", "C", "C", "N", "C", "H", "H", "H", "H", "H", "C", "C", "C", "N", "C", "H", "H", "H", "H", "H"],
  "positions_angstrom": [[1.06046, 2.54289, -1.15891], [2.09808, 3.16022, -1.28634], [3.03278, 3.07129, -0.51912], [2.15182, 4.11196, -2.37779], [1.22698, 4.03187, -3.41966], [1.39198, 4.77606, -4.57368], [2.44331, 5.68977, -4.65003], [3.30980, 5.86727, -3.58888], [3.18703, 5.02639, -2.49080], [0.39988, 3.33567, -3.33455], [0.67349, 4.64937, -5.36930], [2.50788, 6.28461, -5.55375], [4.19487, 6.48005, -3.68037], [3.92352, 4.98220, -1.69437], [-7.00488, 3.59560, -2.40346], [-6.56160, 2.59788, -1.87601], [-7.24137, 1.64297, -1.55052], [-5.11473, 2.51134, -1.60430], [-4.65638, 1.41103, -0.90136], [-3.27883, 1.23177, -0.73911], [-2.42527, 2.15800, -1.30685], [-2.89986, 3.21089, -2.08294], [-4.25941, 3.39200, -2.25205], [-5.33386, 0.69857, -0.45745], [-2.87661, 0.32694, -0.30389], [-1.34941, 2.03501, -1.26710], [-2.19274, 3.90974, -2.51063], [-4.64986, 4.22970, -2.81287], [2.53432, -3.43728, 4.94170], [2.93024, -4.58347, 4.99835], [2.91296, -5.26538, 6.00006], [3.48585, -5.16192, 3.76330], [3.49522, -4.41090, 2.59977], [3.88914, -4.97287, 1.39633], [4.26316, -6.31346, 1.39367], [4.25195, -7.09897, 2.53501], [3.80592, -6.49522, 3.71619], [3.12984, -3.39561, 2.52786], [3.98227, -4.37124, 0.50526], [4.52044, -6.78329, 0.44954], [4.57483, -8.12583, 2.58491], [3.76184, -7.05530, 4.64322], [-0.61875, 3.82855, 0.60181], [-1.22629, 4.15493, 1.59550], [-1.17380, 3.54467, 2.64755], [-2.03245, 5.36451, 1.58909], [-2.51971, 5.83446, 0.38471], [-3.19717, 7.02844, 0.29805], [-3.58325, 7.64686, 1.49848], [-3.20698, 7.11205, 2.72200], [-2.37192, 6.00450, 2.76832], [-2.21307, 5.36277, -0.54220], [-3.51745, 7.51686, -0.60991], [-4.22350, 8.51930, 1.47974], [-3.50248, 7.58080, 3.65000], [-1.95313, 5.62216, 3.68959], [0.64680, -3.71885, -0.15612], [0.69833, -2.53561, -0.43104], [0.69875, -2.08513, -1.56168], [0.71125, -1.56377, 0.66060], [0.60817, -0.19781, 0.44345], [0.69770, 0.68936, 1.49236], [0.77794, 0.19344, 2.79589], [0.98004, -1.15970, 3.01935], [0.89647, -2.04671, 1.95815], [0.47929, 0.19775, -0.55591], [0.64925, 1.75810, 1.35115], [0.88375, 0.89948, 3.61078], [1.13712, -1.52975, 4.02377], [1.02391, -3.11372, 2.07418], [0.01501, -7.95875, 1.36566], [0.32571, -7.68434, 2.49531], [1.11517, -8.29982, 3.18266], [-0.25520, -6.48931, 3.12859], [-0.01731, -6.23482, 4.47875], [-0.44329, -5.05535, 5.04606], [-1.15398, -4.14260, 4.26758], [-1.38559, -4.40263, 2.93785], [-0.99721, -5.61514, 2.35019], [0.53896, -6.95481, 5.06355], [-0.28391, -4.87484, 6.10045], [-1.34710, -3.18069, 4.72933], [-1.81065, -3.59767, 2.35372], [-1.06396, -5.70863, 1.27606], [4.12506, 0.02672, -1.74073], [3.57146, -0.83939, -2.71580], [4.55564, -1.26961, -3.55808], [5.73550, -0.77367, -3.06086], [5.48688, 0.02402, -1.97417], [3.62143, 0.59748, -0.97962], [2.50311, -0.99958, -2.74060], [4.51182, -1.93814, -4.39910], [6.61541, -0.82118, -3.53905], [6.32031, 0.46752, -1.45542], [-2.80400, -2.46304, 0.43202], [-4.21600, -2.51970, 0.28419], [-4.79873, -1.69978, 1.20978], [-3.79898, -1.05484, 1.86606], [-2.58547, -1.50087, 1.42066], [-2.09654, -2.99227, -0.18329], [-4.71966, -3.16456, -0.41807], [-5.82499, -1.45320, 1.42943], [-3.94127, -0.28833, 2.49701], [-1.73697, -1.05081, 1.91484], [-1.41324, 1.56606, -4.71760], [-0.46698, 0.81857, -3.96001], [0.71266, 0.77912, -4.66101], [0.54881, 1.57244, -5.77324], [-0.73541, 2.03059, -5.81452], [-2.41290, 1.74408, -4.36266], [-0.65050, 0.31593, -3.02364], [1.66839, 0.35827, -4.39852], [1.20468, 1.65078, -6.52701], [-1.06001, 2.67855, -6.61348]],
  "total_charge": 0,
  "homo_lumo_gap_ev": 7.57,
  "e_above_lowest_kj_mol": 0.00,
  "e_homo_ev": -8.3,
  "energy_ev": -88469.830
}

No. 3
{
  "formula": "C7H10O",
  "method": "ωB97M-V with the def2-TZVPD basis set",
  "elements": ["C", "C", "C", "C", "C", "C", "C", "H", "H", "H", "H", "H", "H", "H", "H", "H", "H", "O"],
  "positions_angstrom": [[-2.71711, -0.28405, -0.04256], [-0.48934, 0.28403, -0.00664], [-0.21178, -0.96869, -0.09322], [1.27038, -1.30734, -0.37225], [2.09370, -0.43815, 0.52913], [1.81959, 0.98649, -0.15510], [0.54464, 1.35904, -0.18949], [-2.94975, -1.05684, 0.72411], [-3.71926, 0.26266, -0.45035], [-2.40310, -0.87052, -0.94551], [-1.14144, -1.65979, 0.14192], [1.45189, -0.96742, -1.51237], [1.50870, -2.23944, -0.18989], [1.31644, -0.35056, 1.77127], [3.25891, -0.57408, 0.67479], [2.52838, 1.89254, -0.44810], [0.30951, 2.45422, -0.49071], [-1.75260, 0.66515, 0.33820]],
  "total_charge": 0,
  "homo_lumo_gap_ev": 9.54,
  "e_above_lowest_kj_mol": 479.76,
  "e_homo_ev": -8.5,
  "energy_ev": -9463.588
}